a | Formula: C4H2O2
Source: OMol25
Level of theory: ωB97M-V with the def2-TZVPD basis set

Last column: Löwdin charge in e.
CARTESIAN COORDINATES (ANGSTROEM)
C -0.43218 1.07506 0.19474  0.3018
C -0.49298 -0.23166 -0.78701  0.0585
C -1.58152 -0.10591 -0.00227  -0.4026
C 0.82517 0.22797 -0.43936  -0.3084
O -2.67858 -0.32687 0.41961  0.1178
O 1.61774 -0.47945 0.51743  -0.0073
H 1.54607 0.58649 -1.22117  0.1588
H 1.19628 -0.74563 1.31803  0.0813

gap between HOMO and LUMO: 9.56 eV
SMILES: O=c1c2c1C2O
LUMO: -0.9 eV
charge: 0

---

b | Formula: C4H2O2
Source: OMol25
Level of theory: ωB97M-V with the def2-TZVPD basis set

Last column: Löwdin charge in e.
CARTESIAN COORDINATES (ANGSTROEM)
O 2.73808 0.86797 -0.46252  0.0737
C 1.81417 0.25971 -0.94599  -0.2676
C 0.53675 0.08222 -0.26634  0.0702
C -0.53234 -0.07077 0.27786  0.0703
C -1.81420 -0.26336 0.94516  -0.2677
O -2.77333 0.43928 0.73769  0.0740
H 1.87473 -0.20886 -1.94437  0.1236
H -1.84385 -1.10618 1.65852  0.1235

gap between HOMO and LUMO: 10.48 eV
SMILES: O=CC#CC=O
LUMO: -0.5 eV
charge: 0

---

c | Formula: C4H2O2
Source: OMol25
Level of theory: ωB97M-V with the def2-TZVPD basis set

Last column: Löwdin charge in e.
CARTESIAN COORDINATES (ANGSTROEM)
C 1.10850 -0.17019 -0.07656  0.2571
C -0.20307 0.59718 -0.71546  0.2187
C 0.98560 1.27137 -0.34581  -0.4362
C -0.17823 -0.73117 -0.23416  -0.1402
O 1.54910 2.29714 -0.30356  0.1686
O -1.06919 -0.88280 1.40886  -0.1455
H -0.36679 -1.65142 -0.58888  0.0910
H -1.82593 -0.73011 0.85556  -0.0135

gap between HOMO and LUMO: 8.97 eV
LUMO: -1.5 eV
charge: 0

---

Energies, relative to the best one, in eV: a 2.725; b 0.000; c 4.064.

---

a | Formula: C5H14N2O2
Source: OMol25
Level of theory: ωB97M-V with the def2-TZVPD basis set

Last column: Löwdin charge in e.
CARTESIAN COORDINATES (ANGSTROEM)
C -0.27268 0.01914 0.59277  -0.4979
C 0.49215 -0.16764 -1.00338  -0.5659
C 0.25242 1.39564 0.81338  -0.1242
C -1.78330 -0.06399 0.45356  -0.0262
C 0.21573 -1.60697 -1.43971  -0.0350
N 0.30750 -0.89163 1.51282  0.0921
N 1.92206 0.02159 -1.09033  0.0879
O -0.24319 1.84717 2.23707  -0.1192
O -0.15062 0.73981 -1.86607  -0.0210
H -1.08013 2.31311 2.13295  0.0563
H 0.30452 0.69729 -2.71739  0.1065
H 0.48062 -0.45251 2.41004  0.0856
H -0.23332 -1.73810 1.63294  0.0858
H 2.37138 -0.51511 -0.35698  0.0850
H 2.17444 0.99738 -0.98021  0.0779
H 1.32339 1.42358 0.99567  0.1134
H -0.10475 2.12067 0.08474  0.1246
H -0.84863 -1.76190 -1.59189  0.0754
H -2.08912 -1.08690 0.23826  0.0775
H -2.25355 0.25538 1.38469  0.0824
H -2.11854 0.57484 -0.35881  0.0844
H 0.59255 -2.31779 -0.70863  0.0742
H 0.74108 -1.80307 -2.37551  0.0804

gap between HOMO and LUMO: 9.36 eV
SMILES: C[C@](N)(CO)[C@](C)(N)O
LUMO: 0.8 eV
charge: 0

---

b | Formula: C5H14N2O2
Source: OMol25
Level of theory: ωB97M-V with the def2-TZVPD basis set

Last column: Löwdin charge in e.
CARTESIAN COORDINATES (ANGSTROEM)
C 1.95358 1.05457 1.11089  0.0006
C 0.72290 0.18331 1.08591  -0.5080
N 0.13495 -0.12893 -0.09788  -0.1013
C -1.04179 -0.97945 0.05044  -0.0392
C 0.29667 0.54617 -1.38062  -0.1447
C -0.98515 1.27900 -1.91007  -0.2571
N -1.79230 0.58979 -2.90099  -0.0001
O 0.28546 -0.22013 2.15711  0.0293
H 2.60732 0.63014 1.86644  0.0852
H 2.49743 1.09191 0.15762  0.0675
H 1.80692 2.11714 1.30612  0.0886
H -1.82200 -0.41121 0.57165  0.1001
H -0.89251 -1.88551 0.62553  0.0905
H -1.46316 -1.22080 -0.91766  0.0720
H 1.12705 1.24969 -1.38653  0.1016
H 0.60425 -0.21686 -2.10391  0.1190
H -1.59637 1.54985 -1.05033  0.1140
H -0.60979 2.22177 -2.31056  0.1004
H -1.20859 0.16553 -3.60960  0.0697
H -2.40845 -0.05554 -2.45143  0.0470
H 0.79106 -2.89880 3.11153  0.0055
H 0.48261 -1.83498 4.05608  0.0407
O 0.50993 -2.82666 4.02024  -0.0813

gap between HOMO and LUMO: 10.01 eV
SMILES: CC(=O)N(C)CCN.O
LUMO: 0.7 eV
charge: 0

---

Energies, relative to the best one, in eV: a 0.521; b 0.000.

---

a | Formula: CH3ClIN
Source: OMol25
Level of theory: ωB97M-V with the def2-TZVPD basis set

Last column: Löwdin charge in e.
CARTESIAN COORDINATES (ANGSTROEM)
C 0.27861 -1.34227 1.87552  -1.0835
N -0.75421 0.89821 -1.05055  -0.0261
Cl 0.32541 0.25376 2.30717  0.5113
I 1.63164 -1.83231 0.32710  0.6563
H -1.23230 0.16074 -1.54698  -0.0088
H -0.02413 1.32846 -1.70175  0.0399
H -0.22503 0.53340 -0.21052  -0.0890

gap between HOMO and LUMO: 7.79 eV
LUMO: -1.4 eV
charge: 0

---

b | Formula: CH3ClIN
Source: OMol25
Level of theory: ωB97M-V with the def2-TZVPD basis set

Last column: Löwdin charge in e.
CARTESIAN COORDINATES (ANGSTROEM)
C 2.01196 -0.07992 0.41565  -1.1233
N -1.13505 -0.52543 -0.57459  0.0028
Cl 1.48666 -0.18320 1.95344  0.5291
I 1.51098 1.71512 -0.53435  0.7020
H -1.07908 0.27267 -1.16318  -0.0559
H -2.08923 -0.93624 -0.36125  0.0522
H -0.70624 -0.26301 0.26428  -0.1068

gap between HOMO and LUMO: 7.77 eV
LUMO: -1.2 eV
charge: 0

---

c | Formula: CH3ClIN
Source: OMol25
Level of theory: ωB97M-V with the def2-TZVPD basis set

Last column: Löwdin charge in e.
CARTESIAN COORDINATES (ANGSTROEM)
C 2.10023 -0.13396 -0.01354  -0.1666
N 0.87137 -0.06528 0.05018  -0.4707
Cl -0.01732 -1.49922 0.25080  0.5237
I -3.68168 0.52774 0.30312  0.3692
H 2.71530 -0.90152 0.23928  0.0372
H 2.51793 0.85437 0.04242  0.0749
H -4.50582 1.21787 -0.87225  -0.3677

gap between HOMO and LUMO: 10.65 eV
SMILES: C=NCl.I
LUMO: 0.8 eV
charge: 0

---

Energies, relative to the best one, in eV: a 1.236; b 1.323; c 0.000.

---

a | Formula: C3H4Cl2Si
Source: OMol25
Level of theory: ωB97M-V with the def2-TZVPD basis set

Last column: Löwdin charge in e.
CARTESIAN COORDINATES (ANGSTROEM)
C 0.62251 -0.88346 -0.15251  -0.2913
C -0.85998 -0.61675 -0.01827  -0.3238
C 1.81396 -0.17813 -0.11814  -1.1379
Si -1.74481 0.94215 0.03656  0.7511
Cl 3.33797 -0.88425 0.08166  0.6472
Cl 1.74624 1.60482 -0.01410  0.5331
H 0.93528 -1.87228 -0.25682  0.0521
H -1.54961 -1.29142 -0.40510  -0.0274
H -3.13144 0.82103 0.37038  -0.1229
H -1.17011 2.35829 0.47632  -0.0803

gap between HOMO and LUMO: 7.31 eV
SMILES: [SiH2]=CC=C(Cl)Cl
LUMO: -0.8 eV
charge: 0

---

b | Formula: C3H4Cl2Si
Source: OMol25
Level of theory: ωB97M-V with the def2-TZVPD basis set

Last column: Löwdin charge in e.
CARTESIAN COORDINATES (ANGSTROEM)
C 2.34533 1.28888 -0.12836  -0.0004
C 1.62632 0.33289 0.09840  -0.2301
C -1.33027 -0.03802 -0.51082  -1.1493
Si 0.15500 -1.02234 0.47352  0.6785
Cl -1.71335 1.64023 0.01018  0.4625
Cl -2.88082 -0.94064 -0.07919  0.3994
H 3.00621 2.08092 -0.08731  -0.0057
H -1.38411 -0.01223 -1.56958  -0.0140
H -0.04777 -1.06040 1.86347  -0.0569
H 0.22346 -2.26928 -0.07032  -0.0840

gap between HOMO and LUMO: 10.97 eV
SMILES: C#C[SiH2]C(Cl)Cl
LUMO: 0.6 eV
charge: 0

---

Energies, relative to the best one, in eV: a 0.457; b 0.000.

---

a | Formula: C5H6O3
Source: OMol25
Level of theory: ωB97M-V with the def2-TZVPD basis set

Last column: Löwdin charge in e.
CARTESIAN COORDINATES (ANGSTROEM)
C 0.00058 -1.44667 -0.03504  -0.2600
C -0.80041 -0.71014 -0.98683  -0.2571
C -0.33003 1.62488 -0.45893  -0.0369
C 0.65688 1.62818 0.41993  -0.0543
C 0.71631 -0.75998 1.18289  -0.0845
H -1.73042 -0.69538 -0.69522  0.0873
H -1.04317 -1.15459 -2.04715  0.2024
H -1.04952 2.36174 -0.56274  0.1003
H 0.95061 2.60196 0.78790  0.1180
H 1.56909 -1.34206 1.49428  0.1215
H -0.08410 -0.36316 2.01345  0.1804
O 0.43644 -2.59918 -0.30510  0.0591
O -0.60260 0.51222 -1.31268  -0.0466
O 1.31033 0.34219 0.50523  -0.1296

gap between HOMO and LUMO: 10.17 eV
SMILES: O=C1COC=COC1
LUMO: 0.8 eV
charge: 0

---

b | Formula: C5H6O3
Source: OMol25
Level of theory: ωB97M-V with the def2-TZVPD basis set

Last column: Löwdin charge in e.
CARTESIAN COORDINATES (ANGSTROEM)
C -0.22125 -0.43594 -0.29300  -0.4012
C 0.51759 1.01836 -0.10394  -0.0071
C 1.15784 -0.18159 -0.76363  -0.0285
C -0.86892 1.09469 -0.74561  -0.3888
C -0.06587 -0.36054 1.50691  -0.1186
O -1.08841 -1.49767 -0.39092  0.0804
O -1.85698 1.50431 -0.06641  -0.0672
O 0.65397 -1.15182 2.03197  0.1032
H -0.70356 -2.27885 0.04109  0.1265
H 0.86555 1.59624 0.74730  0.1494
H -0.80737 1.23351 -1.84364  0.1583
H 1.97791 -0.65078 -0.22625  0.1208
H 1.31825 -0.12339 -1.83898  0.1275
H -0.87877 0.23346 1.94510  0.1454

gap between HOMO and LUMO (alpha / beta): 7.63 / 7.63 eV
LUMO (alpha / beta): -0.8 / -0.8 eV
charge: 0

---

Energies, relative to the best one, in eV: a 0.000; b 1.599.

---

a | Formula: C5H6O3
Source: OMol25
Level of theory: ωB97M-V with the def2-TZVPD basis set

Last column: Löwdin charge in e.
CARTESIAN COORDINATES (ANGSTROEM)
C -0.64361 -0.57143 -0.53347  -0.3265
C 0.92226 1.30476 0.29158  -0.0426
C -0.16465 0.30335 0.57374  -0.2541
C 0.50279 -1.62129 -0.56866  -0.1654
O -0.77642 0.15785 -1.73512  -0.0108
C -0.75331 0.27859 1.75594  -0.1038
O 0.37927 -2.75707 -0.11927  0.0498
O -1.27286 0.12672 2.79663  0.1847
H -1.69031 0.48977 -1.77003  0.1155
H -1.56734 -1.11165 -0.30265  0.1598
H 1.43980 -1.29475 -1.05127  0.1363
H 1.28043 1.24957 -0.74053  0.0843
H 0.55942 2.32303 0.46296  0.0870
H 1.78455 1.12254 0.94015  0.0859

gap between HOMO and LUMO: 9.37 eV
SMILES: CC(=C=O)[C@@H](O)C=O
LUMO: 0.5 eV
charge: 0

---

b | Formula: C5H6O3
Source: OMol25
Level of theory: ωB97M-V with the def2-TZVPD basis set

Last column: Löwdin charge in e.
CARTESIAN COORDINATES (ANGSTROEM)
C -0.61605 1.24816 -0.06489  -0.0206
C -0.88895 -0.86107 -0.58327  -0.3277
C -0.19344 0.29694 1.11222  -0.1368
C 1.15625 -0.28604 0.53030  -0.3035
C 0.80324 -0.84564 -0.61615  -0.1226
H 0.20828 1.77782 -0.57971  0.1263
H -1.43171 1.98030 0.21929  0.1329
H -1.18461 -1.80004 -1.30144  0.2036
H -0.21762 1.07565 1.99363  0.1884
H 1.83776 -0.78966 1.30906  0.1822
H 1.49770 -1.62044 -1.23632  0.1987
O -1.39508 0.26325 -1.07226  -0.0369
O -1.10722 -0.92410 0.90874  -0.0450
O 1.53145 0.48487 -0.61918  -0.0390

gap between HOMO and LUMO: 10.49 eV
SMILES: C1O[C@@H]2O[C@H]1[C@@H]1O[C@H]21
LUMO: 0.8 eV
charge: 0

---

c | Formula: C5H6O3
Source: OMol25
Level of theory: ωB97M-V with the def2-TZVPD basis set

Last column: Löwdin charge in e.
CARTESIAN COORDINATES (ANGSTROEM)
C 0.76882 -1.15943 0.52217  -0.1765
C -1.31274 -0.95115 -0.43209  -0.1539
C -1.67803 0.28458 -0.13886  -0.2208
C 0.51784 1.50293 -0.03960  -0.0066
C 1.52423 0.69747 -0.17422  -0.2257
H 1.16381 -1.96963 1.39480  0.1992
H 0.24926 -0.34672 1.16415  0.1438
H -2.24974 -1.52377 -0.77410  0.1435
H -2.72229 0.76001 -0.56662  0.1776
H 0.89951 2.52705 -0.22928  0.1251
H 2.41794 1.28475 -0.50287  0.1404
O -0.33275 -1.83048 -0.04048  -0.0603
O -1.01271 1.34910 0.30977  -0.0883
O 1.76685 -0.62469 -0.49279  0.0022

gap between HOMO and LUMO: 9.47 eV
SMILES: C1=C\OCO/C=C\O/1
LUMO: 0.7 eV
charge: 0

---

Energies, relative to the best one, in eV: a 0.000; b 3.873; c 4.092.